Below is an isolated ion of composition C9H12NO and charge +1 in a non-equilibrium geometry, with properties calculated with ωB97M-V/def2-TZVPD.

The orbital gap comes out at 8.39 eV. Its multiplicity is 1. The calculation puts the largest force on an atom at 4.0 eV Å⁻¹. The value obtained for the LUMO energy is -0.1919 Eh. Its charge is +1. As for the HOMO energy: -0.50016 Eh. For the total energy, the calculation gives -13054.96383 eV.

Positions of all 23 atoms, in Å:
1 C 1.0161 4.0368 -0.2077
2 C -0.0203 3.5376 -0.8135
3 C -0.0120 2.2554 -1.5860
4 C -0.1940 1.0254 -0.7033
5 N -0.7619 1.2354 0.4496
6 C 0.3660 -0.2057 -1.0916
7 C 0.5316 -1.2268 -0.2476
8 C 0.5795 -2.3499 0.4395
9 C -0.7139 -3.1312 0.7714
10 C -0.3037 -4.3573 1.4779
11 O -1.8393 -2.8038 0.6008
12 H 1.0152 4.8388 0.4596
13 H 1.9104 3.4216 -0.1502
14 H -0.9751 4.1063 -0.7412
15 H -0.8901 2.1642 -2.3051
16 H 1.0323 2.1783 -2.0318
17 H -1.5477 1.8725 0.6698
18 H -0.6559 0.5781 1.2663
19 H 0.7044 -0.3431 -2.0341
20 H 1.4601 -2.6589 1.0275
21 H -1.1762 -5.0291 1.5563
22 H 0.1467 -4.3433 2.3943
23 H 0.3276 -4.8013 0.7992